A 2-piece molecular cluster, C4H9NO2 overall. Source: the OMol25 dataset; level of theory: wB97M-V/def2-TZVPD.

The calculation puts the total energy at -9875.0383 eV. For the orbital gap, the calculation gives 8.50 eV.

Each line ends with the natural charge from an NBO analysis.
Geometry (Å):
N 0.4998 -1.9206 0.6821  -0.8411
C 0.9605 -0.8420 1.3723  0.7107
O 1.8722 -0.8732 2.1627  -0.5810
C 0.1991 0.4766 1.0347  -0.6793
C 0.5523 0.7571 -0.3760  0.1826
C -0.3339 0.1652 -1.3834  -0.2978
O -1.4552 -0.6031 -0.9265  -0.7629
H 0.8818 -2.8219 0.9251  0.4043
H -0.3663 -1.8564 0.1583  0.4208
H -0.8685 0.3024 1.2327  0.2285
H 0.6082 1.2223 1.7185  0.2532
H -0.4207 3.3881 -0.3836  -0.0076
H 0.1694 2.9376 -0.4822  0.0120
H -0.6666 1.0199 -1.9975  0.2408
H 0.3152 -0.4383 -2.0398  0.2349
H -1.9474 -0.9138 -1.6971  0.4816